A 5-piece molecular cluster, C13H25Br4Cl3O2 overall. Source: the OMol25 dataset; level of theory: wB97M-V/def2-TZVPD.

Results
- SMILES = ClC(Cl)Cl.C1CCOC1.C1CCOC1.BrCCBr.BrCCBr
- Kohn-Sham gap (eV) = 9.99
- electronic energy (eV) = -335718.378
- relative energy (zero: lowest compared OMol25 entry of this formula, charge and spin) (kcal per mole) = 0.00

CARTESIAN COORDINATES (ANGSTROEM)
Cl -28.09 -9.06 -6.12
H -31.98 -11.23 1.31
H -26.84 -10.44 -4.74
C -32.80 -11.27 -0.72
H -29.22 -10.88 -7.73
H -28.07 -11.78 -9.87
C -26.09 -14.43 -7.53
H -23.96 -13.34 -2.49
H -22.50 -12.53 -4.15
C -27.84 -10.01 -4.68
Br -25.80 -11.60 -7.50
C -32.19 -10.55 0.49
H -25.33 -13.31 -3.57
H -32.85 -9.76 0.87
Br -26.75 -14.54 -9.35
Br -30.30 -13.00 -8.43
C -31.19 -9.57 -1.31
H -33.89 -11.34 -0.66
H -23.94 -10.53 -5.60
Br -28.01 -9.28 -9.87
H -30.63 -10.55 -8.72
O -30.97 -10.01 0.03
C -32.28 -10.47 -1.92
H -26.33 -13.22 -5.75
Cl -27.91 -9.02 -3.23
Cl -29.01 -11.33 -4.60
H -29.43 -11.10 -10.79
H -25.00 -14.42 -7.62
H -30.24 -9.56 -1.84
H -24.25 -11.02 -1.90
H -23.80 -12.90 -5.31
H -25.92 -11.40 -2.24
H -31.87 -11.15 -2.68
H -31.55 -8.53 -1.28
C -28.85 -11.03 -9.87
C -23.77 -10.84 -4.57
C -29.73 -11.15 -8.65
H -22.93 -10.24 -4.21
C -26.60 -13.21 -6.81
C -24.47 -12.74 -3.24
H -26.37 -15.35 -7.01
H -33.06 -9.88 -2.40
O -24.92 -10.51 -3.79
H -32.45 -12.30 -0.71
C -24.92 -11.39 -2.68
H -27.68 -13.10 -6.91
C -23.54 -12.35 -4.41

***

C13H25Cl2INOP2W as an isolated structure. Source: the OMol25 dataset; level of theory: wB97M-V/def2-TZVPD.

Results
- total charge = +3
- Kohn-Sham gap (spin up / spin down) (eV) = 5.06 / 5.23
- spin multiplicity = 3
- electronic energy (eV) = -70944.973

CARTESIAN COORDINATES (ANGSTROEM)
H 0.90 0.07 -7.20
C -0.01 -1.18 4.64
H 4.31 -1.32 0.11
O 0.02 2.64 -5.65
H -0.01 -1.18 5.72
H -4.04 0.14 -1.88
I 0.00 0.11 -4.13
H 2.52 -0.46 -2.68
C -0.01 -2.28 2.49
H -4.33 -1.25 0.11
C -2.95 0.26 -1.92
H 3.12 -1.76 1.35
C 0.01 0.70 -7.15
H 2.71 1.25 -2.22
H -3.14 -1.71 1.35
C 2.95 0.22 -1.93
H -0.02 -3.34 4.32
H -0.02 -3.16 1.84
C 0.00 0.10 2.59
P -2.26 -0.08 -0.27
C 0.01 1.45 -5.84
H -0.90 0.08 -7.20
H -2.70 1.06 1.85
H 3.01 -2.48 -0.29
P 2.26 -0.11 -0.28
H 0.01 1.04 2.05
H -2.70 1.28 -2.22
C -0.01 -2.35 3.87
W -0.01 -0.98 -0.16
Cl -0.02 -2.82 -1.47
H 0.01 1.42 -7.99
C -3.27 -1.52 0.28
H -3.04 -2.44 -0.28
C 0.00 0.05 3.98
C 3.25 -1.57 0.27
N -0.01 -1.07 1.86
H 4.14 0.99 0.78
H -2.53 -0.43 -2.67
H -4.13 1.05 0.78
H 2.72 1.02 1.85
H -2.80 2.20 0.46
H 2.83 2.15 0.45
Cl 0.00 1.55 4.83
C 3.05 1.14 0.81
H 4.04 0.09 -1.88
C -3.03 1.18 0.81

***

A 2-piece molecular cluster, C13H25F3INO3 overall. Source: the OMol25 dataset; level of theory: wB97M-V/def2-TZVPD.

Results
- SMILES = COC[C@@H](I)O[C@@H](CN)CCC(F)=C(F)F.CCOCC
- Kohn-Sham gap (eV) = 7.27
- electronic energy (eV) = -37761.392

CARTESIAN COORDINATES (ANGSTROEM)
C -0.97 -0.79 3.94
C 1.83 -0.49 -2.11
H -2.47 1.17 -3.98
C -1.61 0.82 -3.25
H -4.51 1.61 5.15
C 3.17 -0.47 -1.10
H -1.95 1.03 -2.13
H -0.17 -1.58 -1.92
H 1.25 0.49 -1.87
F 1.17 2.87 2.19
I 3.02 2.30 -3.60
H -0.18 -0.19 -5.04
H -4.89 -0.72 4.46
H 1.12 -3.89 -2.00
O -0.37 1.53 -3.63
H -1.98 0.57 2.58
C 2.06 1.67 2.24
C -2.00 -0.49 2.86
H 3.07 1.85 -0.56
C 1.94 0.50 -4.35
H -0.98 -1.86 4.19
H -1.17 -0.24 4.85
H 4.16 0.81 0.57
O -3.32 -0.90 3.20
F 0.74 -0.15 1.03
H 1.12 -2.14 -0.54
O 2.18 -0.70 -3.52
N 1.37 -3.02 -2.55
H 2.45 0.28 -5.40
H -1.51 -0.37 -3.31
H 4.13 -0.36 -1.79
H 0.82 -3.01 -3.44
C -4.01 1.21 4.26
H -3.33 -0.60 5.25
C -3.89 -0.30 4.36
C 0.95 -1.84 -1.66
H 0.35 1.51 -5.64
C 3.14 0.79 -0.05
H 3.30 -1.50 -0.54
H -3.03 1.69 4.19
C 1.94 0.72 1.07
F 3.02 1.43 3.34
C 0.35 0.80 -4.68
H -4.58 1.50 3.37
H 0.03 -0.52 3.60
H -1.72 -1.04 1.95

***

C13H25F9N4O6P2Ti as an isolated structure. Source: the OMol25 dataset; level of theory: wB97M-V/def2-TZVPD.

Results
- total charge = +1
- Kohn-Sham gap (spin up / spin down) (eV) = 9.25 / 10.88
- spin multiplicity = 2
- electronic energy (eV) = -98286.963
- relative energy (zero: lowest compared OMol25 entry of this formula, charge and spin) (kcal per mole) = 0.00

CARTESIAN COORDINATES (ANGSTROEM)
H -5.98 -0.47 0.97
H -0.32 4.11 1.81
F 2.72 -0.30 -2.53
H -3.35 -1.56 -1.40
C -3.90 -2.65 2.43
H -4.92 0.69 1.78
H -2.00 2.52 0.01
H -3.02 2.52 4.48
F 0.77 0.59 -2.31
F 4.72 0.72 -1.23
P -1.39 1.32 2.64
N -1.28 1.36 4.25
F 0.37 2.45 -0.49
H -3.02 1.01 5.41
H -0.80 -2.97 1.14
C -1.14 3.94 2.51
P -2.64 -0.79 1.01
O -2.57 0.29 2.20
H 2.64 -3.09 0.14
H -3.79 -2.37 3.48
F 2.34 1.64 -3.38
H -4.60 -0.38 -1.78
O 1.60 -1.87 1.44
Ti 0.59 -0.37 0.48
C 1.80 -2.40 0.29
O -1.40 -0.67 0.16
H -3.56 2.32 0.85
C -4.26 -1.10 -1.04
C -2.40 1.84 5.06
H -5.53 1.03 0.15
N -1.94 2.76 2.14
H -4.04 -3.73 2.37
H -1.01 -2.64 2.88
H -4.79 -2.17 2.02
N -2.72 -2.29 1.64
H -1.80 4.81 2.52
H -2.01 2.37 5.93
C -0.33 0.51 4.96
C 2.10 0.86 -2.34
H 0.03 1.05 5.84
C 1.67 2.79 -0.74
H -0.73 3.81 3.51
N -4.00 -0.41 0.23
H -0.80 -0.42 5.30
C 4.01 1.80 -0.90
C -1.50 -3.02 1.98
H -5.02 -1.87 -0.91
F 4.35 2.14 0.34
H 0.52 0.28 4.32
O 1.07 -2.06 -0.67
C -5.17 0.24 0.82
F 4.33 2.80 -1.72
O 2.16 0.60 0.02
H -1.76 -4.06 2.13
F 2.09 3.44 0.34
H -2.85 3.92 0.66
F 1.66 3.63 -1.77
O -0.10 0.82 2.05
C -2.62 2.87 0.84
C 2.49 1.49 -0.97

***

A 2-piece molecular cluster, C13H25INO5P overall. Source: the OMol25 dataset; level of theory: wB97M-V/def2-TZVPD.

Results
- Kohn-Sham gap (eV) = 6.94
- electronic energy (eV) = -43003.138

CARTESIAN COORDINATES (ANGSTROEM)
N 0.63 -1.20 -3.65
H -4.92 -1.69 0.63
O 2.74 -0.68 2.13
H 1.01 3.74 1.27
P -3.38 -1.74 2.09
C 2.60 1.76 2.08
H 0.59 0.76 2.16
H -0.53 1.59 -1.55
C 1.02 1.76 2.33
H 0.64 0.90 -4.01
H 0.92 1.96 3.43
H 1.18 -1.22 -2.81
O -2.87 -2.81 3.29
C 0.09 -2.29 -4.27
H 0.41 -0.54 0.33
H -0.85 0.23 -6.18
H 3.09 -1.65 0.29
H 0.22 -3.28 -3.87
C 0.31 -0.07 -4.35
O -3.72 -0.42 2.74
H 1.61 -2.18 1.16
H -0.75 3.46 -0.23
H -1.39 0.07 1.88
H -0.36 3.45 2.37
O -4.79 -2.31 1.36
C 0.29 2.95 1.60
H 3.28 -2.64 1.81
C -1.70 -0.25 0.85
H 2.55 0.45 0.34
I -4.31 -2.90 4.74
H -1.12 -2.47 -6.09
C -0.67 2.55 0.42
H -0.71 -0.68 -1.04
H 2.90 2.71 1.57
H 3.11 1.74 3.08
O -2.17 -1.61 0.94
H -1.68 2.40 0.83
C -0.58 -1.85 -5.39
C 2.68 -1.86 1.31
H 4.18 0.51 1.23
C -0.44 -0.44 -5.43
H 0.98 1.54 -0.60
C -0.50 -0.07 -0.13
C -0.13 1.41 -0.52
H -2.52 0.44 0.54
C 3.06 0.46 1.33

***

Q: Which of these has the lowest electronic energy?
A: C13H25Br4Cl3O2

***

Q: What is the formula in the first record?
A: C13H25Br4Cl3O2

***

What did the first record say?
A 5-piece molecular cluster, C13H25Br4Cl3O2 overall. Source: the OMol25 dataset; level of theory: wB97M-V/def2-TZVPD.

Results
- SMILES = ClC(Cl)Cl.C1CCOC1.C1CCOC1.BrCCBr.BrCCBr
- Kohn-Sham gap (eV) = 9.99
- electronic energy (eV) = -335718.378
- relative energy (zero: lowest compared OMol25 entry of this formula, charge and spin) (kcal per mole) = 0.00

CARTESIAN COORDINATES (ANGSTROEM)
Cl -28.09 -9.06 -6.12
H -31.98 -11.23 1.31
H -26.84 -10.44 -4.74
C -32.80 -11.27 -0.72
H -29.22 -10.88 -7.73
H -28.07 -11.78 -9.87
C -26.09 -14.43 -7.53
H -23.96 -13.34 -2.49
H -22.50 -12.53 -4.15
C -27.84 -10.01 -4.68
Br -25.80 -11.60 -7.50
C -32.19 -10.55 0.49
H -25.33 -13.31 -3.57
H -32.85 -9.76 0.87
Br -26.75 -14.54 -9.35
Br -30.30 -13.00 -8.43
C -31.19 -9.57 -1.31
H -33.89 -11.34 -0.66
H -23.94 -10.53 -5.60
Br -28.01 -9.28 -9.87
H -30.63 -10.55 -8.72
O -30.97 -10.01 0.03
C -32.28 -10.47 -1.92
H -26.33 -13.22 -5.75
Cl -27.91 -9.02 -3.23
Cl -29.01 -11.33 -4.60
H -29.43 -11.10 -10.79
H -25.00 -14.42 -7.62
H -30.24 -9.56 -1.84
H -24.25 -11.02 -1.90
H -23.80 -12.90 -5.31
H -25.92 -11.40 -2.24
H -31.87 -11.15 -2.68
H -31.55 -8.53 -1.28
C -28.85 -11.03 -9.87
C -23.77 -10.84 -4.57
C -29.73 -11.15 -8.65
H -22.93 -10.24 -4.21
C -26.60 -13.21 -6.81
C -24.47 -12.74 -3.24
H -26.37 -15.35 -7.01
H -33.06 -9.88 -2.40
O -24.92 -10.51 -3.79
H -32.45 -12.30 -0.71
C -24.92 -11.39 -2.68
H -27.68 -13.10 -6.91
C -23.54 -12.35 -4.41

***

Please write out number 5 again, unchanged.
A 2-piece molecular cluster, C13H25INO5P overall. Source: the OMol25 dataset; level of theory: wB97M-V/def2-TZVPD.

Results
- Kohn-Sham gap (eV) = 6.94
- electronic energy (eV) = -43003.138

CARTESIAN COORDINATES (ANGSTROEM)
N 0.63 -1.20 -3.65
H -4.92 -1.69 0.63
O 2.74 -0.68 2.13
H 1.01 3.74 1.27
P -3.38 -1.74 2.09
C 2.60 1.76 2.08
H 0.59 0.76 2.16
H -0.53 1.59 -1.55
C 1.02 1.76 2.33
H 0.64 0.90 -4.01
H 0.92 1.96 3.43
H 1.18 -1.22 -2.81
O -2.87 -2.81 3.29
C 0.09 -2.29 -4.27
H 0.41 -0.54 0.33
H -0.85 0.23 -6.18
H 3.09 -1.65 0.29
H 0.22 -3.28 -3.87
C 0.31 -0.07 -4.35
O -3.72 -0.42 2.74
H 1.61 -2.18 1.16
H -0.75 3.46 -0.23
H -1.39 0.07 1.88
H -0.36 3.45 2.37
O -4.79 -2.31 1.36
C 0.29 2.95 1.60
H 3.28 -2.64 1.81
C -1.70 -0.25 0.85
H 2.55 0.45 0.34
I -4.31 -2.90 4.74
H -1.12 -2.47 -6.09
C -0.67 2.55 0.42
H -0.71 -0.68 -1.04
H 2.90 2.71 1.57
H 3.11 1.74 3.08
O -2.17 -1.61 0.94
H -1.68 2.40 0.83
C -0.58 -1.85 -5.39
C 2.68 -1.86 1.31
H 4.18 0.51 1.23
C -0.44 -0.44 -5.43
H 0.98 1.54 -0.60
C -0.50 -0.07 -0.13
C -0.13 1.41 -0.52
H -2.52 0.44 0.54
C 3.06 0.46 1.33